C34H26As2O7RuS3 as an isolated structure, computed with ωB97M-V with the def2-TZVPD basis set.

Spin multiplicity ... 5
Frontier orbital gap (alpha / beta) ... 7.8 / 6.4 eV
ΔE to the lowest compared entry with this formula, charge and spin ... 0.0 kJ/mol
<S²> ... 6.05
Lowest unoccupied orbital energy (alpha / beta) ... -0.15 / -2.31 eV

Last column: Mulliken charge in e.
Geometry (Å):
Ru  -0.659  0.625  -0.567  0.67
S  1.631  0.871  -0.833  -0.36
C  2.395  -0.162  0.372  0.94
C  3.611  -0.769  0.060  -0.57
C  4.241  -1.581  0.991  -0.66
C  3.671  -1.790  2.239  -0.85
C  2.461  -1.186  2.558  -0.36
C  1.826  -0.369  1.635  -0.30
As  0.122  0.478  1.966  1.29
C  -0.623  -0.601  3.383  -0.13
C  -1.292  -1.773  3.041  -0.37
C  -1.815  -2.583  4.038  -0.67
C  -1.681  -2.219  5.371  -0.49
C  -1.026  -1.044  5.710  -0.70
C  -0.496  -0.231  4.717  -0.19
C  0.577  2.143  2.819  0.19
C  1.868  2.428  3.245  -0.04
C  2.133  3.642  3.865  -0.68
C  1.112  4.561  4.059  -0.51
C  -0.177  4.274  3.628  -0.77
C  -0.448  3.067  3.002  -0.24
H  4.049  -0.608  -0.916  0.45
H  5.180  -2.055  0.737  0.38
H  4.165  -2.424  2.964  0.42
H  2.011  -1.356  3.530  0.46
H  -1.408  -2.051  2.000  0.28
H  -2.333  -3.496  3.771  0.43
H  -2.095  -2.850  6.147  0.38
H  -0.928  -0.757  6.749  0.41
H  0.011  0.688  4.983  0.42
H  2.669  1.716  3.091  0.40
H  3.139  3.869  4.192  0.41
H  1.322  5.508  4.538  0.37
H  -0.969  4.997  3.766  0.42
H  -1.446  2.856  2.636  0.33
O  -3.419  1.625  1.081  -0.49
As  -3.781  1.489  -0.643  1.10
O  -5.263  0.866  -0.830  -0.75
O  -2.480  0.553  -1.264  -0.88
C  -3.667  3.249  -1.424  -0.23
C  -4.907  3.740  -1.814  -0.52
C  -5.013  4.991  -2.409  -0.63
C  -3.880  5.756  -2.620  -0.55
C  -2.635  5.273  -2.239  -0.67
C  -2.528  4.024  -1.652  0.35
S  -0.891  3.472  -1.244  1.83
O  -0.463  2.518  -2.269  -0.70
O  -0.084  4.635  -1.051  -0.74
O  -1.093  2.654  0.006  -0.11
H  -4.184  1.237  1.530  0.26
H  -5.783  3.126  -1.651  0.53
H  -5.986  5.362  -2.705  0.39
H  -3.957  6.733  -3.079  0.40
H  -1.740  5.862  -2.386  0.49
C  2.538  -10.092  -0.242  -1.07
C  2.146  -8.638  -0.299  0.74
O  2.715  -7.817  -0.960  -0.51
S  0.691  -8.290  0.689  -0.24
C  0.447  -6.571  0.352  0.29
C  1.417  -5.631  0.687  -0.57
C  1.196  -4.293  0.428  0.02
C  -0.009  -3.879  -0.150  0.33
C  -0.984  -4.824  -0.473  -0.68
C  -0.749  -6.166  -0.230  -0.56
C  -0.234  -2.489  -0.378  0.58
C  -0.435  -1.295  -0.514  -0.81
H  3.623  -10.160  -0.187  0.31
H  2.211  -10.565  -1.169  0.28
H  2.082  -10.611  0.598  0.37
H  2.345  -5.953  1.139  0.46
H  1.947  -3.554  0.674  0.24
H  -1.914  -4.501  -0.921  0.52
H  -1.493  -6.904  -0.496  0.44

C25H18Co2O10S as an isolated structure, computed with ωB97M-V with the def2-TZVPD basis set.

Frontier orbital gap ... 5.7 eV
Lowest unoccupied orbital energy ... -2.40 eV

Last column: natural (NBO) charge in e.
Geometry (Å):
C  -2.998  3.805  -2.146  -0.62
C  -3.015  2.511  -1.378  -0.07
O  -1.700  1.921  -1.450  -0.51
C  -1.728  0.649  -0.958  0.73
C  -0.446  -0.014  -1.109  -0.76
S  -0.333  -1.625  -1.629  2.15
C  -0.278  -1.839  -3.421  -0.23
C  -1.402  -2.269  -4.139  -0.21
C  -1.247  -2.728  -5.453  -0.22
C  0.017  -2.734  -6.053  -0.20
C  1.127  -2.254  -5.350  -0.21
C  0.979  -1.807  -4.037  -0.21
O  1.006  -2.082  -1.279  -1.00
O  -1.495  -2.379  -1.220  -0.95
O  -2.734  0.190  -0.423  -0.60
H  -3.961  4.302  -2.027  0.21
H  -2.221  4.482  -1.782  0.21
H  -2.851  3.619  -3.215  0.21
H  -3.265  2.687  -0.323  0.18
H  -3.750  1.820  -1.808  0.20
H  0.459  0.579  -1.138  0.25
H  -2.379  -2.274  -3.658  0.24
H  -2.119  -3.096  -5.999  0.22
H  0.141  -3.111  -7.070  0.22
H  2.121  -2.234  -5.801  0.22
H  1.845  -1.471  -3.470  0.24
O  2.715  -3.319  3.878  -0.45
C  2.743  -2.285  3.365  0.61
Co  2.727  -0.639  2.688  -0.04
C  1.792  0.085  4.004  0.57
O  1.248  0.485  4.942  -0.48
C  4.382  -0.121  3.291  0.50
O  5.339  -0.160  3.944  -0.48
C  2.534  -0.237  0.933  -0.52
C  1.398  -0.736  1.476  0.06
C  0.117  -1.172  1.330  -0.09
C  -0.956  -0.589  2.108  -0.04
C  -2.088  -1.369  2.429  -0.12
C  -2.976  -0.939  3.405  -0.22
C  -2.805  0.323  4.000  -0.15
C  -1.751  1.154  3.603  -0.20
C  -0.836  0.704  2.654  -0.19
Co  3.448  1.451  1.561  -0.01
C  5.130  1.982  1.662  0.48
O  6.226  2.328  1.785  -0.48
C  2.614  2.432  2.755  0.45
O  2.111  3.175  3.485  -0.51
C  2.909  2.364  0.171  0.60
O  2.498  2.956  -0.733  -0.48
H  2.949  -0.607  -0.014  0.26
H  -0.060  -2.169  0.921  0.31
H  -2.204  -2.324  1.913  0.24
H  -3.816  -1.580  3.681  0.23
H  -3.504  0.661  4.768  0.22
H  -1.641  2.159  4.016  0.23
H  -0.012  1.339  2.311  0.22

An isolated molecule of C2H4FN, computed with ωB97M-V with the def2-TZVPD basis set.

SMILES string ... FN1CC1
Frontier orbital gap ... 11.3 eV
ΔE to the lowest compared entry with this formula, charge and spin ... 352.1 kJ/mol
Lowest unoccupied orbital energy ... 1.15 eV

Last column: natural (NBO) charge in e.
Geometry (Å):
C  -0.556  0.597  -0.087  -0.29
C  0.116  -0.648  -0.541  -0.31
N  -0.024  -0.152  1.048  0.00
F  1.233  0.363  1.466  -0.28
H  0.007  1.626  -0.213  0.23
H  -1.586  0.552  -0.005  0.22
H  -0.256  -1.589  -0.704  0.21
H  1.066  -0.750  -0.964  0.21

An isolated molecule of C4H5NO, computed with ωB97M-V with the def2-TZVPD basis set.

SMILES string ... C=C=CC(N)=O
Frontier orbital gap ... 9.9 eV
ΔE to the lowest compared entry with this formula, charge and spin ... 239.7 kJ/mol
Lowest unoccupied orbital energy ... 0.54 eV

Last column: natural (NBO) charge in e.
Geometry (Å):
N  -1.186  1.149  0.314  -0.83
C  -1.320  -0.208  0.463  0.65
O  -2.352  -0.743  0.822  -0.60
C  -0.094  -0.999  0.247  -0.45
C  1.019  -0.382  -0.030  0.18
C  1.997  0.136  -0.705  -0.55
H  -2.043  1.676  0.355  0.40
H  -0.417  1.545  -0.207  0.40
H  -0.148  -2.077  0.324  0.26
H  1.819  -0.749  -1.375  0.30
H  2.884  0.628  -0.298  0.25